1.
{
  "formula": "C22H25AsN3O7OsS3Se",
  "method": "ωB97M-V with the def2-TZVPD basis set",
  "symbols": ["C", "H", "H", "H", "H", "H", "O", "H", "C", "H", "H", "H", "H", "O", "C", "O", "H", "C", "C", "Os", "C", "H", "S", "C", "C", "H", "H", "C", "C", "O", "S", "C", "C", "C", "H", "C", "H", "C", "C", "S", "C", "H", "C", "C", "O", "H", "C", "H", "C", "N", "Se", "C", "N", "O", "As", "H", "O", "H", "H", "H", "N", "H", "H"],
  "xyz": [[-1.253, -4.014, -0.698], [-3.643, 2.426, 2.162], [4.526, 0.476, -0.373], [-1.334, -0.944, -4.787], [-2.217, 3.618, 3.841], [3.900, -2.268, -3.096], [-1.396, -3.276, 3.485], [0.205, 3.079, 3.957], [-1.788, -4.949, -1.569], [-2.908, -6.766, -1.736], [2.482, 2.358, -1.665], [4.385, 0.658, -2.156], [-2.556, 0.824, 0.607], [-1.360, -1.443, -1.256], [3.580, 0.134, 2.806], [0.712, -2.278, -0.522], [-2.203, 0.566, -4.410], [-1.988, 1.375, 1.343], [0.109, 1.710, 2.313], [0.195, -0.355, 0.178], [1.711, 1.543, -4.717], [0.539, 0.206, -6.036], [-0.469, -2.610, -1.411], [-0.433, 2.632, 3.208], [-2.578, 2.259, 2.213], [-2.237, -5.324, 2.249], [2.569, 1.907, -5.252], [-1.399, -4.146, 0.683], [3.007, -1.663, -2.938], [-0.079, -2.938, -2.751], [2.706, 1.463, 3.427], [4.462, -0.044, -1.328], [-2.657, -6.169, 0.309], [1.661, 0.087, 1.497], [5.329, -0.693, -1.452], [-1.778, 2.914, 3.147], [-1.649, -4.829, -2.634], [0.715, 0.709, -5.101], [-1.425, -0.121, -4.083], [3.014, -1.082, -1.254], [1.428, 1.154, 2.327], [2.112, -2.270, -3.062], [0.313, 1.317, -3.008], [-2.491, -6.033, -1.059], [-0.835, -1.360, 1.521], [4.539, -0.120, 3.231], [2.917, -0.514, 1.804], [3.151, 3.063, -3.166], [2.244, 2.829, -2.614], [-0.664, 1.136, 1.364], [-0.480, 1.601, -1.324], [-2.111, -5.230, 1.178], [-0.144, 0.587, -4.037], [1.862, -0.059, -1.224], [-0.702, -2.981, 2.057], [1.685, 3.743, -2.428], [1.031, -3.269, 2.118], [2.993, -0.806, -3.611], [1.226, -3.536, 3.027], [-1.658, -0.504, -3.096], [1.444, 1.912, -3.421], [-3.211, -7.007, 0.709], [3.291, -1.429, 1.365]],
  "mulliken_charge": [0.429, 0.452, 0.321, 0.340, 0.440, 0.511, -0.721, 0.465, -0.560, 0.417, 0.226, 0.283, 0.508, -0.925, -0.722, -1.092, 0.270, -0.142, 1.351, 3.000, -0.599, 0.512, 1.650, -1.059, -0.897, 0.540, 0.485, -0.557, -0.822, -0.781, -0.274, -1.116, -0.635, 0.518, 0.492, -0.384, 0.523, -0.439, -0.665, 0.664, -0.012, 0.179, -0.486, -0.677, -0.623, 0.498, -1.420, 0.317, -0.775, 0.507, -0.116, -0.621, 0.466, -1.155, 0.850, 0.294, -0.506, 0.174, 0.280, 0.158, 0.450, 0.412, 0.797],
  "total_charge": 1,
  "gap_ev": 6.96,
  "homo_ev": -10.5,
  "e_tot_ev": -203174.899
}


2.
{
  "formula": "C36H31Br2O2PdS2",
  "method": "ωB97M-V with the def2-TZVPD basis set",
  "symbols": ["C", "H", "O", "C", "C", "O", "Br", "C", "Br", "C", "C", "C", "H", "C", "C", "C", "H", "H", "H", "C", "S", "H", "H", "H", "C", "C", "C", "H", "H", "H", "H", "H", "H", "H", "H", "C", "H", "C", "C", "C", "H", "C", "H", "H", "H", "C", "H", "H", "C", "C", "C", "C", "C", "C", "C", "H", "C", "H", "H", "C", "S", "H", "C", "Pd", "C", "H", "C", "H", "C", "H", "H", "C", "C", "C"],
  "xyz": [[-4.080, 2.257, 0.870], [-6.227, 1.167, 1.939], [2.244, 0.649, -0.311], [0.351, 2.143, -3.718], [-2.884, 2.668, 0.305], [-0.338, 4.276, -0.179], [4.890, 2.548, 1.264], [-4.249, -0.807, -1.262], [3.059, 4.727, -0.137], [-4.691, -1.653, -0.224], [2.615, -2.585, -0.200], [-2.895, 1.176, 2.652], [-2.630, 0.278, -2.101], [0.532, 0.112, -5.112], [3.349, -3.757, -0.168], [-0.009, -0.066, -2.736], [5.522, 4.401, -0.273], [5.986, -5.163, 1.217], [0.570, 2.756, -4.583], [-2.026, -0.782, -0.311], [-0.185, 2.842, 0.153], [4.913, -5.869, 0.000], [-1.901, -2.724, 2.505], [3.289, -4.445, -1.002], [4.166, -4.069, 0.919], [3.530, -1.986, 1.962], [-4.104, 1.502, 2.039], [-5.721, -1.986, -0.201], [1.031, 4.538, 2.205], [-5.630, 1.671, 3.524], [0.193, 3.797, -2.379], [4.536, -6.023, 1.718], [-0.310, -2.103, -2.051], [-4.943, -0.493, -2.030], [5.038, 5.041, 1.337], [0.182, -0.785, 0.660], [-2.898, 0.592, 3.564], [2.709, -1.712, 0.874], [4.248, -3.171, 1.980], [-0.163, 1.918, -1.384], [-4.147, -2.712, 1.543], [-0.265, -1.647, 1.700], [0.122, -3.122, -4.222], [0.435, -1.972, 2.460], [-2.867, 3.255, -0.605], [-0.660, -0.330, -0.322], [0.761, 0.735, -5.968], [-5.013, 2.517, 0.384], [4.814, 4.341, 0.543], [-0.067, -1.474, -2.899], [-1.691, 1.581, 2.104], [1.507, 3.631, 2.575], [-2.469, -1.638, 0.721], [4.944, -5.354, 0.958], [-1.699, 2.307, 0.925], [3.601, -1.281, 2.780], [0.293, 0.735, -3.862], [0.858, 3.071, 3.253], [-5.360, 0.020, 2.968], [0.143, 2.724, -2.505], [1.837, -0.173, 0.904], [-0.749, 1.313, 2.577], [-3.819, -2.059, 0.744], [1.914, 2.384, 1.075], [-5.406, 1.061, 2.647], [4.886, -3.399, 2.825], [-1.554, -2.061, 1.722], [0.657, -1.711, -6.197], [0.171, -2.046, -4.114], [2.479, 3.844, 3.028], [1.987, -2.347, -1.050], [0.475, -1.244, -5.238], [-0.241, 0.550, -1.471], [-2.951, -0.381, -1.305]],
  "mulliken_charge": [-0.908, 0.377, -0.737, -1.142, -0.409, -0.750, -0.102, -0.881, -0.036, -0.842, -0.414, -1.040, 0.518, -1.023, -0.958, 0.881, 0.402, 0.379, 0.428, 0.756, 1.468, 0.356, 0.431, 0.364, 1.046, -0.271, 1.072, 0.431, 0.449, 0.383, 0.734, 0.320, 0.573, 0.468, 0.401, 1.847, 0.396, 0.192, -0.828, 1.345, 0.496, -1.225, 0.457, 0.562, 0.528, -0.588, 0.468, 0.376, -0.565, -0.883, -0.028, -1.290, 0.970, -1.495, 0.238, 0.508, 0.763, 0.294, 0.376, -1.252, 1.234, 0.436, -0.893, -0.240, -1.738, 0.408, -1.231, 0.417, -1.056, 0.437, 0.515, -0.658, -0.225, -0.793],
  "total_charge": 1,
  "gap_ev": 7.48,
  "homo_ev": -10.8,
  "e_tot_ev": -207158.863
}


3.
{
  "formula": "C39H57Br24NO4",
  "method": "ωB97M-V with the def2-TZVPD basis set",
  "symbols": ["H", "C", "Br", "H", "C", "H", "C", "H", "H", "H", "C", "C", "Br", "H", "Br", "C", "C", "C", "Br", "H", "H", "H", "H", "O", "C", "H", "H", "C", "C", "H", "C", "H", "H", "H", "H", "O", "Br", "H", "H", "C", "C", "Br", "C", "H", "H", "H", "H", "Br", "H", "Br", "C", "H", "H", "H", "C", "C", "C", "C", "Br", "Br", "C", "H", "O", "Br", "H", "H", "H", "H", "C", "H", "Br", "Br", "H", "Br", "O", "C", "Br", "Br", "H", "H", "H", "N", "Br", "H", "C", "C", "H", "C", "C", "Br", "Br", "C", "C", "C", "H", "C", "Br", "C", "C", "H", "H", "Br", "H", "H", "H", "C", "H", "H", "Br", "H", "Br", "H", "H", "C", "Br", "H", "H", "C", "C", "H", "C", "H", "H", "H", "C"],
  "xyz": [[-3.764, 2.547, 3.308], [2.391, 9.090, 5.924], [4.725, -5.246, 2.384], [2.747, -2.002, 2.786], [1.134, -7.840, 4.145], [-0.883, 5.708, -3.850], [5.554, -10.252, 5.003], [0.098, -8.071, 4.373], [1.226, 7.289, 1.689], [-6.220, -0.331, 5.332], [-0.590, -0.443, -3.072], [-1.621, 5.403, -4.585], [-0.037, -6.048, 2.242], [2.771, 9.175, 6.940], [-2.899, -3.533, 6.915], [-7.385, 0.408, 3.692], [3.501, 0.072, -1.710], [-0.017, -2.614, -3.898], [-0.323, 1.121, 2.402], [-1.844, 1.448, 4.316], [0.006, -4.192, -2.435], [-2.510, 6.153, -6.415], [-1.261, 8.020, 1.521], [4.087, -0.202, -0.683], [1.226, 10.022, 5.725], [3.547, -10.850, 4.437], [-5.674, 1.245, 4.733], [3.828, 4.416, -6.374], [-1.941, -4.354, 5.431], [4.516, 4.417, -7.215], [2.230, 0.825, -1.739], [4.276, -11.807, 5.740], [0.283, -3.254, -4.717], [-2.506, 5.028, -4.074], [-0.131, -0.869, -5.137], [1.732, 1.096, -5.254], [2.783, -0.094, -7.474], [1.750, -8.717, 4.332], [3.197, 9.267, 5.220], [-1.989, 6.511, -5.533], [-2.953, 2.229, 2.656], [0.301, 0.136, -10.192], [-0.241, -1.261, -4.135], [2.927, 6.356, -6.535], [-1.715, -5.366, 5.760], [2.367, -3.703, 3.126], [2.288, -6.868, 2.584], [3.267, -9.748, 6.654], [1.481, 11.025, 6.060], [-0.418, 7.473, -6.157], [-8.835, -1.793, 0.038], [-2.632, -4.390, 4.594], [-1.689, 6.325, 1.831], [-8.472, -0.769, 0.052], [-0.732, -0.970, -1.791], [-6.090, 0.285, 4.445], [4.409, -3.329, 2.506], [0.407, 1.944, -3.012], [-9.519, -2.180, 1.820], [-0.887, 3.862, -5.517], [4.089, -0.330, -3.005], [0.328, 9.688, 6.234], [-1.908, 1.498, -3.435], [-1.031, -1.960, 4.140], [-9.700, -1.862, -0.618], [2.702, -0.481, -10.395], [0.310, 7.259, 3.204], [-8.190, 0.705, 4.361], [1.679, 1.139, -2.922], [-3.245, 1.332, 2.133], [3.233, 2.557, -6.063], [1.719, -6.527, 5.451], [0.300, 2.618, -2.164], [5.437, -8.672, 3.877], [1.660, -0.096, 1.384], [-0.533, -2.322, -1.563], [-7.292, 1.804, 2.339], [-2.797, 3.636, 1.314], [6.142, -10.969, 4.433], [-0.051, -4.206, 4.442], [2.745, -2.320, -8.563], [1.594, 1.260, -0.559], [2.192, -3.183, 0.705], [-0.672, -2.723, -0.568], [-0.674, -3.613, 5.107], [2.293, 0.755, -4.208], [-7.660, -0.508, 3.180], [-0.156, -3.138, -2.624], [2.936, -3.032, 2.488], [0.766, 10.217, 3.843], [1.911, 5.073, -8.383], [4.192, -10.812, 5.309], [-1.676, 2.066, 3.435], [1.326, -7.348, 2.737], [6.102, -9.965, 5.894], [-0.817, 1.045, -3.215], [1.873, 7.224, 5.729], [2.640, 5.309, -6.595], [1.846, -1.033, -10.021], [-2.599, 7.256, -5.027], [-7.583, -2.698, -1.444], [-4.741, -0.622, 3.381], [-8.051, -3.806, -0.140], [1.100, -1.810, -8.136], [4.368, 4.700, -5.471], [2.031, -1.500, -8.602], [1.212, -8.166, 2.029], [0.534, 2.580, -3.899], [-0.706, 6.621, -0.437], [-1.239, 3.014, 3.735], [-6.069, -2.435, 0.481], [1.828, 5.118, -5.897], [-1.010, -0.306, -0.979], [1.556, 0.473, 0.384], [0.837, 4.964, 2.479], [1.642, -1.876, -10.678], [-0.105, -3.343, 5.991], [-0.913, 6.990, 1.466], [-7.781, -2.783, -0.378], [5.019, -0.880, -2.967], [0.387, 6.836, 2.206], [4.950, -2.860, 1.690], [4.849, -3.024, 3.453], [4.036, -0.313, -5.102], [3.560, -0.016, -4.186]],
  "mulliken_charge": [0.296, -0.573, -0.150, 0.244, -0.141, 0.273, -0.575, 0.411, 0.391, 0.413, 0.450, -0.663, -0.150, 0.339, -0.178, -0.365, 0.761, -0.686, -0.051, 0.349, 0.450, 0.351, 0.339, -0.628, -0.580, 0.359, 0.374, -0.747, -0.628, 0.394, 0.503, 0.373, 0.416, 0.478, 0.561, -0.729, -0.015, -0.127, 0.372, -0.590, -0.526, -0.144, 0.045, 0.376, 0.324, 0.151, -0.033, -0.139, 0.349, -0.151, -0.553, 0.410, 0.226, 0.339, -0.445, -0.687, -0.640, -0.253, -0.153, -0.024, -0.860, 0.362, -0.634, -0.054, 0.355, 0.364, 0.031, 0.385, 0.145, 0.234, 0.069, -0.099, 0.562, -0.106, -0.552, -0.981, -0.148, -0.145, 0.337, -0.307, 0.367, -0.419, -0.106, 0.803, -0.027, 0.888, 0.101, -0.714, -0.282, -0.133, -0.107, -0.627, -0.424, -0.273, 0.372, -0.073, -0.124, -0.434, -0.617, 0.398, 0.342, -0.074, 0.372, 0.349, 0.377, -0.673, 0.428, -0.635, -0.117, 0.343, -0.083, 0.110, 0.744, 0.710, -0.117, 0.385, 0.431, -0.469, -0.605, 0.442, -0.336, 0.374, 0.426, 0.354, -0.400],
  "gap_ev": 7.44,
  "homo_ev": -8.9,
  "e_tot_ev": -1732066.889
}